11 unconnected molecules or ions with the total composition C57H146N10O18 in a non-equilibrium geometry. Source: the OMol25 dataset; level of theory: ωB97M-V/def2-TZVPD.

Output
- SMILES string = COC[C@H](C)N.COC[C@H](C)N.COC[C@H](C)N.COCCNCCOC.COCCNCCOC.COCCNCCOC.COCCNCCOC.COCCNCCOC.COCCNCCOC.COCCNCCOC.CC(C)O
- largest force on an atom (Eh/bohr) = 0.059
- total charge = 0
- HOMO energy (eV) = -8.42
- relative energy (zero: lowest compared OMol25 entry of this formula, charge and spin) (kcal per mole) = 133.48
- spin multiplicity = 1

Bonds (Å) are listed after each position.
Geometry (Å):
1 C -2.88 3.87 -4.52  O2 1.424, H7 1.090, H8 1.090, H9 1.090
2 O -2.92 3.53 -5.90  C1 1.424, C3 1.420
3 C -2.91 2.12 -6.09  O2 1.420, C4 1.580, H10 1.090, H11 1.090
4 C -3.30 1.63 -7.54  C3 1.580, C5 1.553, N6 1.451, H12 1.090
5 C -4.74 1.99 -8.00  C4 1.553, H13 1.090, H14 1.090, H15 1.090
6 N -3.24 0.18 -7.65  C4 1.451, H16 1.010, H17 1.010
7 H -3.76 3.46 -4.02  C1 1.090
8 H -2.84 4.96 -4.53  C1 1.090
9 H -2.03 3.47 -3.96  C1 1.090
10 H -1.90 1.79 -5.83  C3 1.090
11 H -3.60 1.70 -5.37  C3 1.090
12 H -2.58 2.05 -8.23  C4 1.090
13 H -5.52 1.76 -7.27  C5 1.090
14 H -5.05 1.47 -8.91  C5 1.090
15 H -4.79 3.06 -8.22  C5 1.090
16 H -3.55 -0.09 -8.57  N6 1.010
17 H -2.29 -0.14 -7.54  N6 1.010
18 C -0.30 -0.65 -0.90  O19 1.406, H24 1.090, H25 1.090, H26 1.090
19 O 0.28 -1.11 0.29  C18 1.406, C20 1.408
20 C 0.99 -2.32 0.20  O19 1.408, C21 1.522, H27 1.090, H28 1.090
21 C 1.59 -2.64 1.56  C20 1.522, C22 1.556, N23 1.439, H29 1.090
22 C 2.54 -1.48 1.99  C21 1.556, H30 1.090, H31 1.090, H32 1.090
23 N 2.23 -3.93 1.61  C21 1.439, H33 1.010, H34 1.010
24 H 0.36 -0.17 -1.62  C18 1.090
25 H -1.06 0.03 -0.52  C18 1.090
26 H -0.83 -1.45 -1.43  C18 1.090
27 H 0.16 -2.99 0.00  C20 1.090
28 H 1.74 -2.30 -0.59  C20 1.090
29 H 0.74 -2.58 2.24  C21 1.090
30 H 3.26 -1.48 1.17  C22 1.090
31 H 2.95 -1.64 2.98  C22 1.090
32 H 2.13 -0.47 1.95  C22 1.090
33 H 2.87 -3.97 0.83  N23 1.010
34 H 2.87 -3.97 2.39  N23 1.010
35 C 1.26 -1.21 -7.91  O36 1.418, H41 1.090, H42 1.090, H43 1.090
36 O 0.46 -2.25 -7.39  C35 1.418, C37 1.472
37 C 1.20 -3.51 -7.20  O36 1.472, C38 1.507, H44 1.090, H45 1.090
38 C 0.44 -4.63 -6.54  C37 1.507, C39 1.525, N40 1.445, H46 1.090
39 C -0.35 -4.29 -5.27  C38 1.525, H47 1.090, H48 1.090, H49 1.090
40 N 1.28 -5.77 -6.26  C38 1.445, H50 1.010, H51 1.010
41 H 2.07 -1.09 -7.18  C35 1.090
42 H 0.65 -0.30 -7.93  C35 1.090
43 H 1.59 -1.51 -8.90  C35 1.090
44 H 1.56 -3.79 -8.19  C37 1.090
45 H 2.03 -3.36 -6.51  C37 1.090
46 H -0.25 -4.99 -7.30  C38 1.090
47 H 0.41 -3.99 -4.54  C39 1.090
48 H -0.86 -5.15 -4.85  C39 1.090
49 H -1.04 -3.46 -5.35  C39 1.090
50 H 1.57 -6.18 -7.14  N40 1.010
51 H 0.78 -6.52 -5.81  N40 1.010
52 C -2.21 6.64 9.09  O53 1.449, H61 1.090, H62 1.090, H63 1.090
53 O -1.15 5.85 8.52  C52 1.449, C54 1.432
54 C -0.53 6.37 7.33  O53 1.432, C55 1.567, H64 1.090, H65 1.090
55 C 0.81 5.70 6.90  C54 1.567, N56 1.427, H66 1.090, H67 1.090
56 N 0.75 4.43 6.24  C55 1.427, C57 1.478, H68 1.010
57 C 0.07 3.36 7.00  N56 1.478, C58 1.536, H69 1.090, H70 1.090
58 C 0.13 2.00 6.29  C57 1.536, O59 1.419, H71 1.090, H72 1.090
59 O -0.82 1.13 6.90  C58 1.419, C60 1.441
60 C -0.23 -0.17 7.11  O59 1.441, H73 1.090, H74 1.090, H75 1.090
61 H -3.15 6.46 8.56  C52 1.090
62 H -1.92 7.69 9.16  C52 1.090
63 H -2.31 6.26 10.11  C52 1.090
64 H -0.43 7.43 7.56  C54 1.090
65 H -1.30 6.41 6.56  C54 1.090
66 H 1.38 5.71 7.83  C55 1.090
67 H 1.31 6.36 6.19  C55 1.090
68 H 0.09 4.57 5.49  N56 1.010
69 H -1.01 3.56 7.03  C57 1.090
70 H 0.53 3.27 7.98  C57 1.090
71 H 1.14 1.60 6.37  C58 1.090
72 H -0.08 1.93 5.22  C58 1.090
73 H 0.19 -0.49 6.16  C60 1.090
74 H -1.00 -0.87 7.44  C60 1.090
75 H 0.55 -0.15 7.86  C60 1.090
76 C 5.09 -7.26 4.77  O77 1.405, H85 1.090, H86 1.090, H87 1.090
77 O 4.57 -6.08 5.33  C76 1.405, C78 1.432
78 C 4.32 -6.13 6.74  O77 1.432, C79 1.542, H88 1.090, H89 1.090
79 C 3.04 -6.88 7.16  C78 1.542, N80 1.452, H90 1.090, H91 1.090
80 N 1.96 -6.18 6.50  C79 1.452, C81 1.453, H92 1.010
81 C 0.74 -6.98 6.57  N80 1.453, C82 1.531, H93 1.090, H94 1.090
82 C 0.71 -8.20 5.64  C81 1.531, O83 1.479, H95 1.090, H96 1.090
83 O 1.42 -9.42 6.06  C82 1.479, C84 1.430
84 C 1.10 -9.90 7.37  O83 1.430, H97 1.090, H98 1.090, H99 1.090
85 H 5.14 -7.30 3.68  C76 1.090
86 H 4.54 -8.19 4.96  C76 1.090
87 H 6.10 -7.39 5.14  C76 1.090
88 H 4.27 -5.09 7.06  C78 1.090
89 H 5.14 -6.53 7.34  C78 1.090
90 H 2.86 -6.75 8.23  C79 1.090
91 H 3.07 -7.95 6.96  C79 1.090
92 H 2.14 -6.09 5.51  N80 1.010
93 H 0.00 -6.29 6.17  C81 1.090
94 H 0.52 -7.18 7.62  C81 1.090
95 H 1.22 -7.95 4.71  C82 1.090
96 H -0.27 -8.52 5.30  C82 1.090
97 H 1.26 -9.16 8.15  C84 1.090
98 H 1.59 -10.85 7.56  C84 1.090
99 H 0.03 -10.11 7.48  C84 1.090
100 C 6.48 -4.56 -0.26  O101 1.433, H109 1.090, H110 1.090, H111 1.090
101 O 5.27 -4.67 -1.01  C100 1.433, C102 1.399
102 C 5.40 -4.94 -2.38  O101 1.399, C103 1.591, H112 1.090, H113 1.090
103 C 5.89 -6.39 -2.83  C102 1.591, N104 1.467, H114 1.090, H115 1.090
104 N 4.97 -7.52 -2.72  C103 1.467, C105 1.495, H116 1.010
105 C 4.87 -8.03 -1.31  N104 1.495, C106 1.565, H117 1.090, H118 1.090
106 C 3.81 -9.13 -1.02  C105 1.565, O107 1.433, H119 1.090, H120 1.090
107 O 2.47 -8.90 -1.48  C106 1.433, C108 1.479
108 C 1.95 -7.65 -0.86  O107 1.479, H121 1.090, H122 1.090, H123 1.090
109 H 6.26 -4.42 0.80  C100 1.090
110 H 6.99 -3.64 -0.55  C100 1.090
111 H 7.15 -5.42 -0.31  C100 1.090
112 H 6.04 -4.17 -2.80  C102 1.090
113 H 4.42 -4.81 -2.82  C102 1.090
114 H 6.86 -6.60 -2.38  C103 1.090
115 H 6.11 -6.17 -3.88  C103 1.090
116 H 4.07 -7.32 -3.13  N104 1.010
117 H 4.66 -7.12 -0.75  C105 1.090
118 H 5.85 -8.40 -1.00  C105 1.090
119 H 3.86 -9.46 0.02  C106 1.090
120 H 4.23 -9.95 -1.60  C106 1.090
121 H 2.08 -7.60 0.22  C108 1.090
122 H 0.88 -7.64 -1.03  C108 1.090
123 H 2.37 -6.75 -1.30  C108 1.090
124 C -3.67 7.70 -0.41  O125 1.395, H133 1.090, H134 1.090, H135 1.090
125 O -3.52 7.24 0.90  C124 1.395, C126 1.419
126 C -3.52 5.83 1.03  O125 1.419, C127 1.591, H136 1.090, H137 1.090
127 C -2.71 5.35 2.32  C126 1.591, N128 1.461, H138 1.090, H139 1.090
128 N -1.28 5.43 2.02  C127 1.461, C129 1.435, H140 1.010
129 C -0.86 4.36 1.16  N128 1.435, C130 1.568, H141 1.090, H142 1.090
130 C 0.64 4.41 0.73  C129 1.568, O131 1.447, H143 1.090, H144 1.090
131 O 0.93 5.65 0.04  C130 1.447, C132 1.408
132 C 2.31 5.80 -0.21  O131 1.408, H145 1.090, H146 1.090, H147 1.090
133 H -3.65 8.79 -0.39  C124 1.090
134 H -4.59 7.27 -0.81  C124 1.090
135 H -2.81 7.40 -1.00  C124 1.090
136 H -3.26 5.32 0.11  C126 1.090
137 H -4.58 5.62 1.19  C126 1.090
138 H -2.96 4.30 2.46  C127 1.090
139 H -3.08 5.91 3.18  C127 1.090
140 H -1.19 6.25 1.43  N128 1.010
141 H -1.45 4.26 0.25  C129 1.090
142 H -1.02 3.42 1.70  C129 1.090
143 H 0.87 3.50 0.18  C130 1.090
144 H 1.24 4.18 1.62  C130 1.090
145 H 2.59 5.20 -1.08  C132 1.090
146 H 2.94 5.55 0.64  C132 1.090
147 H 2.55 6.82 -0.52  C132 1.090
148 C 9.18 6.65 -7.46  O149 1.464, H157 1.090, H158 1.090, H159 1.090
149 O 8.29 5.53 -7.76  C148 1.464, C150 1.466
150 C 7.70 4.86 -6.59  O149 1.466, C151 1.560, H160 1.090, H161 1.090
151 C 6.65 5.79 -5.92  C150 1.560, N152 1.513, H162 1.090, H163 1.090
152 N 5.68 6.37 -6.92  C151 1.513, C153 1.484, H164 1.010
153 C 4.84 5.29 -7.51  N152 1.484, C154 1.571, H165 1.090, H166 1.090
154 C 4.12 4.36 -6.48  C153 1.571, O155 1.387, H167 1.090, H168 1.090
155 O 4.94 3.38 -5.94  C154 1.387, C156 1.440
156 C 4.28 2.49 -5.02  O155 1.440, H169 1.090, H170 1.090, H171 1.090
157 H 9.95 6.27 -6.79  C148 1.090
158 H 8.70 7.37 -6.81  C148 1.090
159 H 9.56 7.11 -8.37  C148 1.090
160 H 8.51 4.70 -5.88  C150 1.090
161 H 7.32 3.87 -6.84  C150 1.090
162 H 7.15 6.67 -5.52  C151 1.090
163 H 6.10 5.29 -5.12  C151 1.090
164 H 6.24 6.80 -7.64  N152 1.010
165 H 5.57 4.70 -8.07  C153 1.090
166 H 4.14 5.64 -8.27  C153 1.090
167 H 3.21 3.96 -6.93  C154 1.090
168 H 3.81 4.92 -5.60  C154 1.090
169 H 3.20 2.41 -5.14  C156 1.090
170 H 4.61 2.79 -4.03  C156 1.090
171 H 4.63 1.46 -5.12  C156 1.090
172 C -7.53 4.05 -4.80  O173 1.442, H181 1.090, H182 1.090, H183 1.090
173 O -7.18 3.37 -3.57  C172 1.442, C174 1.449
174 C -8.23 2.91 -2.69  O173 1.449, C175 1.545, H184 1.090, H185 1.090
175 C -7.66 1.71 -1.91  C174 1.545, N176 1.468, H186 1.090, H187 1.090
176 N -7.29 0.59 -2.79  C175 1.468, C177 1.483, H188 1.010
177 C -6.42 -0.38 -2.08  N176 1.483, C178 1.556, H189 1.090, H190 1.090
178 C -5.75 -1.43 -3.01  C177 1.556, O179 1.422, H191 1.090, H192 1.090
179 O -6.70 -2.43 -3.34  C178 1.422, C180 1.473
180 C -6.13 -3.62 -4.00  O179 1.473, H193 1.090, H194 1.090, H195 1.090
181 H -8.26 4.85 -4.70  C172 1.090
182 H -7.80 3.27 -5.51  C172 1.090
183 H -6.66 4.57 -5.19  C172 1.090
184 H -9.22 2.74 -3.12  C174 1.090
185 H -8.51 3.68 -1.97  C174 1.090
186 H -8.30 1.39 -1.09  C175 1.090
187 H -6.80 2.03 -1.32  C175 1.090
188 H -6.85 0.97 -3.62  N176 1.010
189 H -6.99 -0.98 -1.37  C177 1.090
190 H -5.60 0.13 -1.58  C177 1.090
191 H -5.05 -1.95 -2.36  C178 1.090
192 H -5.19 -1.04 -3.86  C178 1.090
193 H -6.90 -4.38 -4.02  C180 1.090
194 H -5.23 -4.05 -3.55  C180 1.090
195 H -5.98 -3.38 -5.05  C180 1.090
196 C -10.23 1.11 2.66  O197 1.451, H205 1.090, H206 1.090, H207 1.090
197 O -9.05 0.36 3.05  C196 1.451, C198 1.469
198 C -8.44 0.91 4.27  O197 1.469, C199 1.572, H208 1.090, H209 1.090
199 C -6.96 0.42 4.45  C198 1.572, N200 1.449, H210 1.090, H211 1.090
200 N -6.27 0.55 3.18  C199 1.449, C201 1.480, H212 1.010
201 C -4.89 0.00 3.17  N200 1.480, C202 1.552, H213 1.090, H214 1.090
202 C -4.80 -1.54 3.37  C201 1.552, O203 1.444, H215 1.090, H216 1.090
203 O -5.46 -2.17 2.25  C202 1.444, C204 1.426
204 C -4.96 -3.48 2.03  O203 1.426, H217 1.090, H218 1.090, H219 1.090
205 H -10.77 0.60 1.86  C196 1.090
206 H -10.05 2.15 2.41  C196 1.090
207 H -10.92 1.18 3.50  C196 1.090
208 H -8.96 0.76 5.22  C198 1.090
209 H -8.47 2.00 4.20  C198 1.090
210 H -6.83 -0.56 4.90  C199 1.090
211 H -6.54 1.04 5.24  C199 1.090
212 H -6.82 0.20 2.41  N200 1.010
213 H -4.33 0.51 3.95  C201 1.090
214 H -4.37 0.28 2.26  C201 1.090
215 H -5.11 -1.90 4.35  C202 1.090
216 H -3.75 -1.83 3.28  C202 1.090
217 H -4.95 -4.13 2.91  C204 1.090
218 H -3.91 -3.44 1.77  C204 1.090
219 H -5.54 -4.11 1.35  C204 1.090
220 C 5.96 3.13 4.32  C221 1.511, H224 1.090, H225 1.090, H226 1.090
221 C 5.99 4.18 5.40  C220 1.511, C222 1.499, O223 1.403, H227 1.090
222 C 5.67 5.56 4.90  C221 1.499, H228 1.090, H229 1.090, H230 1.090
223 O 5.06 3.81 6.37  C221 1.403, H231 0.960
224 H 5.02 3.09 3.77  C220 1.090
225 H 6.10 2.14 4.76  C220 1.090
226 H 6.79 3.23 3.62  C220 1.090
227 H 6.99 4.13 5.84  C221 1.090
228 H 4.67 5.57 4.47  C222 1.090
229 H 6.40 5.78 4.13  C222 1.090
230 H 5.69 6.29 5.71  C222 1.090
231 H 4.22 4.20 6.12  O223 0.960